1.
{"formula": "C30H36BrMoN3O7S3Sb", "method": "wB97M-V/def2-TZVPD", "spin_multiplicity": 2, "s2": 0.77, "lumo_energy_ev": [3.4, 3.7], "total_charge": -2, "molar_mass_g_mol": 944.44, "e_above_lowest_kj_mol": 2.40, "homo_lumo_gap_ev": [5.960, 6.335], "elements": ["C", "H", "H", "H", "H", "C", "H", "H", "S", "C", "H", "C", "Sb", "H", "C", "H", "H", "C", "C", "H", "H", "C", "N", "C", "H", "C", "O", "H", "H", "C", "C", "C", "C", "C", "H", "C", "C", "H", "H", "Br", "C", "H", "S", "H", "H", "C", "O", "N", "H", "C", "C", "C", "H", "O", "H", "O", "O", "H", "O", "C", "C", "C", "H", "O", "C", "H", "H", "C", "H", "H", "H", "C", "S", "C", "H", "H", "H", "N", "H", "H", "C", "Mo"], "xyz": [[-0.1296, 3.4173, -2.4039], [-1.5011, -0.8550, 3.6020], [0.6588, 5.3958, -2.6875], [-1.3878, -3.1436, -0.0485], [-4.0541, -3.1599, -2.5198], [1.3135, -3.6907, 2.8573], [0.5780, 0.3553, 3.8589], [-2.7294, 3.3543, -1.6616], [1.0418, -1.1143, 0.0120], [-0.9604, 2.3131, -4.4553], [-5.1757, -2.4547, -4.4493], [-1.2409, 2.4988, -2.9494], [1.1402, -2.3706, -2.3768], [-1.6887, 1.6451, -4.9128], [-1.1128, 2.9581, 1.1315], [-1.5020, 6.4385, -3.3782], [1.0846, 4.1113, -4.7685], [-2.5880, 3.2189, -2.7361], [2.4716, -6.3421, 5.3220], [0.8795, 3.4347, 1.5332], [-0.2897, -1.3910, 2.4156], [0.1197, 2.8075, 2.0043], [3.8045, -4.4067, 5.6623], [-1.4914, 5.4542, -2.8943], [-2.8981, -3.9428, -0.5315], [-2.5988, 4.5648, -3.4668], [-1.2262, 2.0448, 0.2220], [2.2216, 0.2043, 1.8852], [-0.8235, 3.5101, -6.2412], [0.1054, 4.5731, -4.6078], [2.4617, 2.0174, 0.7445], [1.9774, 1.2650, 1.9779], [-3.4940, -2.2312, -2.4736], [-4.6538, -1.5062, -4.5814], [-2.3980, 5.2891, -5.5045], [3.4804, -5.6578, 5.9772], [-2.6144, -2.0054, -1.4171], [0.8428, 2.9341, -2.5450], [0.0158, 1.8382, -4.5716], [2.0816, -8.1324, 5.8519], [-2.3577, 4.3360, -4.9627], [0.9788, -6.2347, 3.7442], [1.2430, -0.0142, -2.8809], [-0.0598, 3.2300, 2.9978], [-2.9005, -2.5877, 0.6191], [-2.9790, -0.0617, -3.4229], [1.5284, -2.4571, 2.7907], [0.5393, 1.4190, 2.0389], [-3.5696, 5.0490, -3.3187], [2.0852, -4.4315, 3.9731], [-0.1360, 4.7758, -3.1115], [-2.4408, -2.9822, -0.2894], [3.3649, -2.7943, 4.4355], [-1.8779, 3.9042, 1.2851], [-0.2814, 3.5729, -1.3356], [3.3924, 2.7836, 0.7756], [-1.8706, -0.3598, 1.6365], [-3.1487, 3.6960, -5.3711], [1.7732, 1.7886, -0.3646], [-0.9932, 3.6697, -5.1713], [3.1099, -3.8172, 4.6849], [-1.9334, -0.8003, -1.4028], [2.5046, 1.6755, 2.8474], [0.5579, -4.4057, 2.1728], [-0.1463, 0.6644, 3.0967], [-1.6618, 5.6052, -1.8239], [0.1059, 5.5399, -5.1259], [1.7629, -5.7387, 4.3012], [-5.4022, -0.7118, -4.6372], [-3.4059, 2.5906, -3.0997], [-1.4479, -0.5902, -0.4387], [-0.9461, -0.5708, 2.6972], [3.2002, -3.1859, -2.7635], [-3.6822, -1.2597, -3.4536], [-2.0310, 0.5835, 1.4976], [-3.1656, 0.6634, -4.2005], [4.0392, -6.1350, 6.7750], [-1.2351, 1.2551, -2.1807], [-4.1377, -1.5374, -5.5441], [-0.8416, 1.3534, 3.5901], [-2.0613, 0.1954, -2.3867], [0.1909, 0.7102, -0.7940]]}

2.
{"formula": "C37H43Br2IrN3O4Sb2", "method": "wB97M-V/def2-TZVPD", "spin_multiplicity": 2, "s2": 0.75, "lumo_energy_ev": [-5.2, -5.4], "total_charge": 2, "molar_mass_g_mol": 1189.31, "e_above_lowest_kj_mol": 0.00, "homo_lumo_gap_ev": [8.178, 8.006], "elements": ["C", "H", "H", "C", "H", "N", "C", "H", "C", "C", "H", "C", "C", "H", "C", "C", "H", "H", "H", "Sb", "Br", "O", "H", "H", "H", "H", "O", "C", "H", "H", "C", "H", "H", "Sb", "C", "C", "Br", "N", "C", "C", "O", "H", "C", "C", "H", "H", "C", "H", "H", "H", "H", "H", "C", "C", "C", "O", "C", "H", "H", "H", "H", "H", "C", "H", "N", "H", "C", "C", "C", "C", "H", "C", "H", "C", "H", "C", "C", "C", "H", "C", "C", "H", "C", "C", "H", "C", "H", "H", "H", "H", "H", "Ir"], "xyz": [[-1.4157, -3.0198, -3.6011], [0.4968, 4.8945, -1.8009], [-0.5611, -4.8714, -4.2784], [3.6788, -4.7354, -0.1473], [-0.6968, -2.2873, 3.6593], [1.8566, -0.7358, -0.9191], [-5.4989, 3.1032, 2.2202], [1.6157, 3.8318, 2.9663], [4.8265, -4.9035, -1.1398], [-4.4742, 2.3090, 2.6992], [5.7828, -4.8315, -0.6118], [4.7636, -3.8348, -2.2285], [1.1463, 1.5112, 1.7297], [-1.3157, 4.9457, 0.8185], [2.7315, -1.4802, -0.7654], [4.7725, -2.4432, -1.6169], [-4.7072, 1.5175, 3.4026], [-4.1638, -0.4824, 1.0149], [2.6631, 2.6663, -1.8065], [-1.7558, -0.3244, 2.2181], [0.2174, -4.4142, 0.5541], [-0.9391, -1.7567, 1.0228], [-0.4202, 4.1887, -3.1501], [-2.8974, 1.8786, -2.5078], [0.2780, -5.5096, -2.0550], [-1.2149, 5.3086, -2.0277], [1.6688, 2.2142, 0.8595], [-0.7192, -4.2093, -3.4376], [-6.5181, 2.9178, 2.5300], [-4.3143, -0.7857, 2.7613], [-1.6133, -2.1985, -2.5102], [-2.0725, -1.5624, 4.5203], [-2.4567, 1.3308, 3.9293], [-1.0571, 2.8985, -0.8685], [1.9400, 3.1843, 4.9908], [2.1707, 2.3919, -5.1363], [2.8176, 2.9897, -6.7837], [3.6972, -2.3273, -0.6082], [3.6851, -3.3427, 0.4637], [-0.4746, 4.5147, -2.1121], [-2.0725, -0.5210, -0.3723], [-0.4948, -0.7574, 4.5682], [-2.9967, 2.4395, -1.5798], [1.5694, 0.6072, 4.0143], [3.7445, -5.4717, 0.6550], [4.6278, -1.6625, -2.3616], [-1.3965, -1.5419, -0.1754], [-3.6995, -2.0700, 1.6916], [-2.1681, -1.2748, -2.6071], [-1.8122, -2.7462, -4.5693], [-0.6867, 3.5746, 1.7124], [3.8531, -3.9593, -2.8228], [-0.4432, -3.7450, -1.0911], [2.0376, 2.0915, 5.8432], [0.6469, 1.0978, -3.8451], [0.3132, 0.5585, 1.3673], [1.4523, 1.7021, 3.1643], [4.5853, -3.1878, 1.0642], [0.6188, 1.1552, -5.9800], [1.4767, -0.3933, 3.6110], [2.8142, -3.1653, 1.0926], [-0.1817, 0.4095, -3.7495], [1.6657, 2.9913, 3.6468], [1.9856, -0.0468, 6.0132], [1.2032, 1.5180, -2.6999], [5.6096, -3.9244, -2.9111], [-1.1642, -1.3508, 3.9548], [2.2467, 2.3610, -2.7582], [-2.0912, 1.6625, 2.9486], [-0.2404, -4.5704, -2.1890], [2.7220, -4.8954, -0.6525], [-5.2004, 4.1586, 1.3691], [2.2644, 2.2442, 6.8897], [-3.1444, 2.5251, 2.3288], [-5.9858, 4.8062, 1.0039], [-1.1266, -2.5339, -1.2424], [-3.8855, 4.3936, 1.0085], [-1.4505, 3.8796, 1.0005], [4.7935, -5.8967, -1.5868], [-2.8444, 3.5872, 1.4666], [1.0976, 1.5136, -5.0804], [-3.5159, 1.8267, -0.8455], [-3.7285, -0.9963, 1.8671], [1.8697, 0.8027, 5.3531], [2.0911, 4.1844, 5.3732], [2.7576, 2.8203, -3.9535], [3.5975, 3.4997, -3.9566], [-1.1301, 2.1394, 3.1192], [-3.6522, 5.2342, 0.3640], [-3.5615, 3.3517, -1.7587], [5.7188, -2.2527, -1.1041], [0.5906, 0.9207, -0.8488]]}